The following is a DFT calculation (ωB97M-V/def2-TZVPD) of a structure of composition C34H44N5O2Tl.

Values from the calculation:
E_HOMO = -7.96 eV
Energy above the lowest of the compared OMol25 structures with the same formula, charge and spin = 0.1405 eV
Frontier orbital gap = 7.47 eV
DFT total energy = -1918.72962 Eh
Charge = 0

Each line ends with the Löwdin charge.
Positions of all 86 atoms, in Å:
Tl1 -0.28521 1.77111 -0.40809  0.877
N1 0.27947 4.55841 -0.30724  -0.068
N2 -1.00711 5.12687 -0.40086  -0.053
C1 -1.98756 4.51871 -1.26948  -0.781
O1 -2.86303 5.29104 -1.64716  0.000
O2 -1.85334 3.28039 -1.51353  -0.251
H1 0.72038 4.88773 0.54079  0.074
H2 0.86298 4.81975 -1.09894  0.080
H3 -1.02467 6.12996 -0.50896  0.115
C2 -4.61297 -2.40498 -2.08355  -0.060
C3 -3.99587 -1.00481 -2.11996  -0.378
C4 -4.25343 -0.31102 -3.46063  -0.058
C5 -4.49407 -0.15692 -0.96444  -0.140
C6 -5.79012 0.33698 -0.94329  -0.030
C7 -6.22578 1.14300 0.09498  -0.063
C8 -5.35547 1.48427 1.11406  -0.031
C9 -4.05425 0.99966 1.14447  -0.139
C10 -3.09508 1.43848 2.23534  -0.389
C11 -3.00361 2.96735 2.30345  -0.051
C12 -3.48465 0.85082 3.59479  -0.057
C13 -3.64684 0.14696 0.10966  -0.173
N3 -2.32968 -0.36177 0.09491  0.052
C14 -2.03554 -1.36990 0.79994  -0.105
C15 -0.67900 -1.94039 0.89195  -0.107
N4 0.27657 -1.56323 0.16016  0.101
C16 1.55925 -2.10655 0.32938  -0.164
C17 2.34704 -1.75872 1.43826  -0.139
C18 3.60020 -2.34938 1.56046  -0.043
C19 4.06164 -3.25824 0.62602  -0.074
C20 3.29600 -3.54525 -0.49294  -0.039
C21 2.04988 -2.96321 -0.67120  -0.143
C22 1.22318 -3.24058 -1.91253  -0.379
C23 2.04249 -2.98942 -3.18211  -0.062
C24 0.64364 -4.65657 -1.88621  -0.058
C25 1.88797 -0.73402 2.46007  -0.380
C26 1.72398 -1.35826 3.84889  -0.057
C27 2.85316 0.45617 2.50922  -0.055
H4 -4.24336 -3.00435 -2.91827  0.076
H5 -5.70087 -2.35259 -2.15377  0.079
H6 -4.35838 -2.91749 -1.15308  0.073
H7 -2.91543 -1.11151 -2.00869  0.119
H8 -5.31939 -0.26526 -3.68859  0.074
H9 -3.75897 -0.85467 -4.26794  0.078
H10 -3.85989 0.70574 -3.43626  0.090
H11 -6.46596 0.09375 -1.75400  0.113
H12 -7.23892 1.52346 0.09715  0.104
H13 -5.69433 2.14257 1.90485  0.113
H14 -2.09857 1.06762 1.98513  0.080
H15 -3.94035 3.40469 2.65093  0.080
H16 -2.77089 3.38340 1.32172  0.070
H17 -2.21600 3.26394 2.99979  0.082
H18 -4.48829 1.17466 3.87527  0.080
H19 -2.78934 1.18603 4.36740  0.078
H20 -3.47248 -0.24108 3.57270  0.072
H21 -2.79267 -1.87738 1.40867  0.134
H22 -0.54939 -2.72874 1.64316  0.134
H23 4.22416 -2.10593 2.41274  0.111
H24 5.02839 -3.72807 0.75772  0.102
H25 3.67343 -4.23398 -1.23979  0.111
H26 0.39028 -2.53656 -1.91594  0.120
H27 2.86729 -3.69825 -3.27403  0.072
H28 2.44914 -1.97673 -3.16872  0.079
H29 1.41093 -3.09165 -4.06598  0.080
H30 1.43746 -5.40614 -1.88023  0.079
H31 0.01818 -4.82680 -2.76433  0.078
H32 0.03068 -4.80485 -0.99489  0.077
H33 0.91668 -0.34351 2.15330  0.099
H34 2.67837 -1.73403 4.22204  0.078
H35 1.01933 -2.19111 3.82149  0.075
H36 1.34905 -0.61582 4.55565  0.079
H37 3.86698 0.13345 2.75186  0.077
H38 2.53079 1.16993 3.27012  0.081
H39 2.87574 0.96844 1.54490  0.065
N5 2.21995 1.87569 -1.79304  0.114
C28 3.33668 1.87888 -1.51685  -0.160
C29 4.72277 1.88286 -1.17407  -0.228
C30 5.56580 0.89731 -1.68450  -0.021
C31 6.89956 0.88689 -1.31692  -0.067
C32 7.39335 1.85709 -0.45655  -0.070
C33 6.55294 2.83975 0.05017  -0.069
C34 5.21631 2.85634 -0.30427  -0.028
H40 5.16561 0.15152 -2.35690  0.120
H41 7.55615 0.11531 -1.69672  0.109
H42 8.43970 1.85064 -0.18041  0.108
H43 6.93999 3.59071 0.72566  0.108
H44 4.54728 3.61143 0.08667  0.119

The following is a DFT calculation (ωB97M-V/def2-TZVPD) of a structure of composition C34H45BrCaN6O2S2 in a non-equilibrium geometry.

Values from the calculation:
E_HOMO = -12.80 eV
Energy above the lowest of the compared OMol25 structures with the same formula, charge and spin = 0.4226 eV
Frontier orbital gap = 7.76 eV
DFT total energy = -5849.28221 Eh
Charge = +2

Each line ends with the Löwdin charge.
Positions of all 91 atoms, in Å:
Ca1 0.25404 0.01641 -0.12118  1.344
N1 2.00682 1.22217 -1.34231  -0.047
C1 3.05590 0.31825 -1.87901  -0.207
C2 2.54326 -1.11401 -1.96555  -0.180
N2 1.93350 -1.60921 -0.70885  -0.252
C3 1.25222 -2.90822 -0.95991  -0.175
C4 0.10929 -3.16566 0.01388  -0.203
N3 -0.86766 -2.04551 -0.03487  -0.082
C5 2.91652 -1.74896 0.39906  -0.154
C6 3.07289 -0.52136 1.29706  -0.222
N4 1.75476 0.00233 1.70381  -0.089
H1 1.29458 1.39042 -2.05132  0.034
H2 2.39899 2.13427 -1.13265  0.104
H3 3.92918 0.38557 -1.23307  0.107
H4 3.38597 0.61703 -2.87656  0.120
H5 3.36303 -1.76782 -2.28612  0.142
H6 1.76528 -1.16087 -2.73265  0.076
H7 1.96501 -3.73851 -0.92003  0.140
H8 0.84460 -2.87798 -1.97037  0.090
H9 0.47800 -3.25381 1.03708  0.091
H10 -0.34905 -4.12173 -0.24761  0.129
H11 -1.64395 -2.23257 0.58961  0.082
H12 -1.24111 -1.98341 -0.98810  0.052
H13 3.89615 -2.03316 -0.00091  0.137
H14 2.58288 -2.58085 1.02292  0.117
H15 3.60510 0.27786 0.78520  0.096
H16 3.68997 -0.81330 2.15053  0.124
H17 1.87731 0.83940 2.26549  0.099
H18 1.25799 -0.65404 2.31052  0.039
O1 -0.74029 -1.09646 -2.85285  -0.573
S1 -0.98541 -2.10723 -3.96013  1.020
C7 -2.52634 -1.62543 -4.75383  -0.318
C8 -2.59462 -0.24558 -5.39595  -0.197
C9 -2.15470 0.92437 -4.52143  -0.232
C10 -2.96044 1.04756 -3.24268  -0.312
S2 -2.22934 2.11061 -1.99186  1.037
O2 -0.96976 1.38386 -1.53552  -0.688
C11 -1.71449 3.47619 -2.98602  -0.409
C12 -0.44289 3.53216 -3.53360  -0.078
C13 -0.10228 4.62374 -4.31968  -0.050
C14 -1.03037 5.63042 -4.55339  -0.048
C15 -2.30043 5.56055 -3.99540  -0.049
C16 -2.64828 4.48236 -3.19592  -0.074
C17 0.14855 -1.74051 -5.27707  -0.397
C18 0.18289 -2.59295 -6.37452  -0.071
C19 1.06595 -2.32172 -7.40761  -0.048
C20 1.91768 -1.22655 -7.32697  -0.051
C21 1.89091 -0.39982 -6.21335  -0.052
C22 1.00200 -0.65389 -5.17626  -0.093
H19 -3.26188 -1.76696 -3.95771  0.094
H20 -2.71525 -2.40455 -5.49659  0.102
H21 -3.62825 -0.10462 -5.72513  0.131
H22 -1.98378 -0.23515 -6.30036  0.121
H23 -2.24882 1.84021 -5.10679  0.127
H24 -1.10147 0.81458 -4.26200  0.077
H25 -3.05952 0.09499 -2.71714  0.084
H26 -3.96199 1.45979 -3.39300  0.111
H27 0.26189 2.73156 -3.35744  0.089
H28 0.88711 4.68890 -4.75209  0.115
H29 -0.75979 6.47963 -5.16596  0.118
H30 -3.01500 6.35353 -4.16813  0.119
H31 -3.62906 4.43551 -2.73674  0.118
H32 -0.46685 -3.45898 -6.42509  0.119
H33 1.09950 -2.97253 -8.27054  0.119
H34 2.61214 -1.02530 -8.13124  0.117
H35 2.56352 0.44585 -6.15287  0.112
H36 0.96893 -0.02449 -4.29619  0.084
Br1 0.06866 -7.17847 4.91602  0.805
C23 -0.15541 -5.41030 4.33107  -0.698
C24 0.92216 -4.53504 4.36214  -0.105
C25 0.75391 -3.23636 3.91219  -0.033
C26 -0.48735 -2.80006 3.46576  -0.301
C27 -1.55852 -3.68401 3.43756  -0.033
C28 -1.39351 -4.99360 3.86750  -0.106
N5 -0.59181 -1.45878 2.99685  0.091
C29 -1.60793 -0.78359 3.33025  -0.073
C30 -1.82331 0.61586 2.88420  -0.243
C31 -2.70808 1.39640 3.60853  0.002
C32 -2.88678 2.72700 3.26213  -0.020
C33 -2.17241 3.22539 2.18903  -0.026
C34 -1.33504 2.36221 1.49813  -0.141
N6 -1.15401 1.07708 1.81616  0.042
H37 1.88004 -4.86774 4.73615  0.110
H38 1.58551 -2.54126 3.94288  0.113
H39 -2.52298 -3.36620 3.05796  0.115
H40 -2.22387 -5.68512 3.84282  0.110
H41 -2.35572 -1.17266 4.02784  0.137
H42 -3.23768 0.96571 4.44805  0.125
H43 -3.56530 3.35653 3.82167  0.125
H44 -2.26374 4.25613 1.87730  0.119
H45 -0.78725 2.72860 0.63686  0.097